ORCA calculation (the ωB97M-V functional and the def2-TZVPD basis) on I4V as an isolated structure at a distorted geometry.

XYZ file:
```
5
Properties=species:S:1:pos:R:3:mulliken_spin:R:1
V -0.07767 0.09048 0.04945 2.22
I 0.50304 2.22044 -1.45346 -0.10
I -2.69995 -0.60298 -0.27730 -0.01
I 0.94579 0.39809 2.60971 0.07
I 1.32881 -2.10601 -0.92842 0.83
```

Properties
- Expectation value of S²: 3.825
- Energy: -2134.82074 a.u.
- Multiplicity: 4
- Charge: 0
- Kohn-Sham gap (spin up / spin down): 6.947 / 4.284 eV